This record from the Open Molecules 2025 dataset describes a 2-piece molecular cluster, C9H14O overall in a non-equilibrium geometry. The level of theory is ωB97M-V/def2-TZVPD.

```
24
Properties=species:S:1:pos:R:3:forces:R:3:lowdin_spin:R:1
C -0.978221 1.134412 -2.506715 0.098 -0.021 0.005 0.000
C -2.158376 2.000171 -2.079196 -0.768 1.275 -2.913 0.000
H -0.751019 0.259011 -1.889920 -0.667 0.027 0.134 0.000
H -1.167665 0.735307 -3.492663 0.439 0.095 -0.421 0.000
H -0.030972 1.676708 -2.442301 -0.162 0.189 -0.513 0.000
H -3.122073 1.942659 -2.646455 0.832 -1.097 0.068 0.000
H -2.442321 1.848554 -1.115021 -0.646 -0.196 3.025 0.000
H -2.052163 3.080243 -2.266841 0.873 -0.250 0.496 0.000
C 1.097478 1.603648 1.740169 0.843 -2.805 1.273 0.037
C 0.654613 -2.564556 0.756846 -0.844 -1.836 -0.370 0.212
C -0.338551 -1.661028 0.232171 0.466 1.822 1.053 0.087
C 1.812460 -2.089921 1.450578 0.233 1.129 1.381 0.132
C -0.229246 -0.312025 0.591582 0.591 -3.294 -0.695 0.056
C 1.891774 -0.723209 1.714849 2.000 -1.589 -1.245 0.027
C 0.925825 0.135141 1.236085 -0.588 3.359 1.438 0.232
O 0.575306 -3.911989 0.737062 -0.064 1.155 -0.359 0.193
H -1.238947 -1.856236 -0.328880 0.109 -1.027 -0.025 0.001
H -0.155649 -4.368075 0.252666 0.384 0.998 0.294 0.000
H 2.509187 -2.810484 1.921597 -0.436 0.441 -0.747 0.002
H -1.056682 0.267766 0.334533 -0.841 1.383 -0.313 -0.001
H 2.804493 -0.177269 2.029758 -0.573 -1.205 0.493 -0.002
H 2.148218 1.722604 2.089306 -0.864 0.056 -0.162 0.000
H 0.421203 1.708216 2.608283 0.253 0.010 -0.224 0.018
H 0.881328 2.360351 1.072508 -0.668 1.382 -1.673 0.006
```
Positions in Å, forces in eV/Å.

## Properties
Net charge ... +1
Energy above the lowest of the compared OMol25 structures with the same formula, charge and spin ... 30.1 kcal per mole
HOMO-LUMO gap (spin up / spin down) ... 10.36 / 6.52 eV
Spin multiplicity ... 2

---

This record from the Open Molecules 2025 dataset describes one molecule with the formula C3H4N2O in a non-equilibrium geometry. The level of theory is ωB97M-V/def2-TZVPD.

```
10
Properties=species:S:1:pos:R:3:forces:R:3:nbo_charge:R:1
O -0.990088 1.721519 -0.319749 0.779 1.002 0.657 -0.674
C -0.128831 0.694483 0.011793 -0.429 -0.401 -0.406 0.179
C -0.235505 -0.160440 1.130192 -0.714 -0.024 -0.329 -0.118
N 0.139875 -1.399644 0.824223 0.258 0.460 0.226 -0.248
N 0.632231 -1.301490 -0.416777 0.517 -0.030 0.109 -0.334
C 0.593693 -0.034104 -0.919077 -0.511 -0.169 -0.177 -0.123
H -1.269303 2.265313 0.446290 0.507 -0.618 -0.477 0.483
H -0.645573 0.147957 2.084859 -0.057 -0.535 -0.047 0.203
H 0.765312 -2.140690 -0.968411 0.347 0.277 0.422 0.409
H 1.121490 0.204229 -1.837473 -0.698 0.038 0.023 0.224
```
Positions in Å, forces in eV/Å.

## Properties
Net charge ... 0
Energy above the lowest of the compared OMol25 structures with the same formula, charge and spin ... 45.9 kcal per mole
SMILES ... Oc1cn[nH]c1
HOMO-LUMO gap ... 9.43 eV
Spin multiplicity ... 1

---

This record from the Open Molecules 2025 dataset describes one molecule with the formula C12H22BrFO5SSi2. The level of theory is ωB97M-V/def2-TZVPD.

```
44
Properties=species:S:1:pos:R:3:forces:R:3:nbo_charge:R:1
C -0.059645 -3.440294 -2.231993 -0.112 0.262 -0.074 -0.210
C -0.309544 -2.293963 -2.482177 0.048 -0.006 -0.009 -0.041
C -0.543924 -0.881444 -2.772726 -0.030 -0.195 -0.143 -0.997
Si 0.661600 0.207296 -1.838293 0.422 -0.065 -0.007 1.852
Br 0.453160 2.224541 -2.783605 -0.062 0.040 0.098 -0.339
C 2.413020 -0.376365 -2.037412 0.041 0.031 0.237 -0.936
C 3.506681 0.690331 -1.867957 0.260 -0.139 -0.021 -0.404
C 3.669112 1.127580 -0.418379 0.051 0.236 -0.001 -0.508
S 5.099097 2.230484 -0.165663 0.059 -0.092 -0.025 -0.043
O 0.345704 0.304672 -0.231329 -0.540 0.102 -0.310 -1.266
Si -1.101769 0.369232 0.585266 0.091 -0.024 0.352 1.927
C -0.706570 1.109304 2.267839 0.156 0.229 -0.091 -0.558
O -1.956186 1.307208 2.939095 -0.041 -0.249 0.058 -0.301
O -1.810615 0.859176 4.300756 0.047 0.117 -0.064 -0.449
C -2.430665 1.389933 -0.270115 -0.178 0.047 -0.092 -1.026
C -2.197422 2.876829 -0.279749 -0.224 -0.285 -0.159 0.809
O -1.741752 3.511544 0.628235 0.312 0.183 0.249 -0.594
O -2.590157 3.450073 -1.434431 0.198 -0.103 -0.232 -0.684
C -1.757773 -1.354782 0.889828 0.151 0.112 0.191 -0.961
C -0.729818 -2.233123 1.624206 -0.053 0.111 0.043 0.223
C -1.167176 -2.656552 3.014512 0.000 0.002 -0.012 -0.646
F -0.493667 -3.383910 0.864843 -0.059 -0.104 -0.030 -0.377
H 0.125395 -4.461642 -2.019067 0.045 -0.117 0.078 0.239
H -0.348321 -0.687397 -3.833899 -0.048 -0.008 0.050 0.276
H -1.590889 -0.616396 -2.600604 0.071 0.056 0.056 0.264
H 2.537510 -1.128140 -1.245404 0.001 -0.057 -0.154 0.249
H 2.525241 -0.913888 -2.983888 -0.060 0.122 -0.004 0.255
H 3.306568 1.572301 -2.483831 -0.058 -0.086 -0.006 0.211
H 4.463313 0.284187 -2.212690 -0.075 0.015 0.038 0.214
H 3.867794 0.265006 0.221518 -0.129 0.033 -0.012 0.216
H 2.779224 1.643600 -0.052956 -0.035 -0.161 -0.019 0.216
H 5.049640 2.821662 -1.365034 -0.047 0.074 -0.015 0.116
H -0.077993 0.431448 2.853229 -0.073 -0.011 -0.069 0.221
H -0.178810 2.063855 2.170389 -0.022 -0.052 0.130 0.226
H -2.510178 0.194088 4.343155 -0.028 0.006 0.016 0.459
H -2.670732 1.048807 -1.279367 0.045 -0.038 0.072 0.259
H -3.326094 1.206158 0.340019 0.074 0.067 -0.002 0.282
H -2.228463 4.348499 -1.438321 -0.189 0.097 0.103 0.497
H -2.070389 -1.865000 -0.025295 0.023 0.028 0.050 0.271
H -2.638361 -1.227109 1.531222 -0.072 -0.083 -0.189 0.239
H 0.241105 -1.728591 1.691103 0.024 -0.116 -0.054 0.159
H -0.629616 -3.559702 3.308080 0.014 0.091 0.012 0.232
H -0.937054 -1.870985 3.738608 -0.074 0.001 -0.040 0.219
H -2.240582 -2.858530 3.042282 0.077 -0.068 0.002 0.206
```
Positions in Å, forces in eV/Å.

## Properties
Net charge ... 0
SMILES ... C#CC[Si@](Br)(CCCS)O[Si@@](COO)(CC(=O)O)C[C@@H](C)F
HOMO-LUMO gap ... 9.48 eV
Spin multiplicity ... 1

---

Number 1: M 138.2 g/mol. Number 2: M 84.1 g/mol. Number 3: M 433.4 g/mol.